No. 1
Here is a structure of composition C12H28B2N2O8PPtS2 from the Open Molecules 2025 dataset. Energies are from wB97M-V/def2-TZVPD.

The geometry in XYZ format:
```
56
Properties=species:S:1:pos:R:3:nbo_charge:R:1
C -2.1028 1.8175 2.6395 -0.6254
C -1.5147 2.7992 1.6102 -0.4022
C -2.1269 2.6939 0.2074 -0.4274
C -2.1507 1.3195 -0.4758 -0.2204
N -1.1646 1.1950 -1.5875 -0.9153
B 0.2585 1.3140 -1.2218 0.2943
C 1.0777 2.7450 -1.4147 -1.0598
P 0.7306 3.6066 -2.9845 2.3798
O 1.9999 3.9977 -3.5916 -1.0701
O -0.1681 2.6419 -3.8610 -0.9917
O -0.2954 4.7773 -2.6317 -0.9917
S 0.6880 0.5605 0.3617 0.4079
C 2.4808 0.5110 0.5127 -0.6764
C 3.0251 -0.8861 0.2462 0.8018
O 4.1917 -1.0976 0.5069 -0.5358
O 2.1924 -1.7666 -0.2925 -0.5612
C 1.6419 -2.8464 0.5502 -0.0921
C 0.1266 -2.8838 0.3500 0.0549
C -0.3862 -4.2671 -0.0412 -0.6416
O -0.5817 -2.3145 1.4701 -0.5282
C -0.6871 -3.1009 2.5736 0.7988
O 0.1195 -3.9536 2.8145 -0.5767
C -1.8807 -2.7188 3.4024 -0.6427
S -2.6459 -4.1186 4.2695 0.0086
B 1.2054 0.2574 -2.6216 1.3079
N 0.6623 -1.0302 -2.7180 -1.1552
O 2.1183 0.8900 -3.3165 -0.8496
H -1.3276 1.2811 3.1878 0.2119
H -2.7772 1.0896 2.1851 0.2031
H -2.6890 2.3533 3.3855 0.2286
H -0.4222 2.7366 1.5876 0.1807
H -1.7306 3.8121 1.9559 0.2230
H -1.6633 3.4199 -0.4676 0.2155
H -3.1662 3.0183 0.3010 0.2289
H -3.1283 1.1897 -0.9409 0.2192
H -2.0708 0.4995 0.2507 0.1862
H -1.3700 0.3199 -2.0582 0.3975
H 2.1645 2.6866 -1.4048 0.2562
H 0.7791 3.3379 -0.5476 0.2947
H -1.1203 2.7712 -3.7641 0.5347
H 0.1504 5.5492 -2.2562 0.5250
H 2.7322 0.7544 1.5470 0.2888
H 2.9955 1.2360 -0.1185 0.2558
H 1.9282 -2.6820 1.5861 0.2293
H 2.1078 -3.7646 0.2011 0.2297
H -0.0858 -2.1938 -0.4677 0.2153
H -0.3509 -4.3710 -1.1260 0.2220
H 0.1851 -5.0716 0.4167 0.2376
H -1.4296 -4.3799 0.2559 0.2318
H -1.5477 -2.0066 4.1624 0.2560
H -2.6132 -2.2195 2.7728 0.2394
H -1.8911 -5.0495 3.6807 0.1433
H 1.3873 -1.7445 -2.7583 0.4505
H 0.0320 -1.1615 -3.5069 0.4424
H 2.9235 1.2522 -2.9225 0.5590
Pt 5.1840 -2.8054 0.1059 0.0038
```

The charge is +1. The value obtained for the electronic energy is -67809.857 eV. The value obtained for the gap between HOMO and LUMO is 3.0788 eV. The HOMO energy is -10.04 eV.

=====

No. 2
Here is a cluster of 14 separate species, C4H35NO14 in total from the Open Molecules 2025 dataset. Energies are from wB97M-V/def2-TZVPD.

The geometry in XYZ format:
```
54
Properties=species:S:1:pos:R:3:nbo_charge:R:1
C -0.0433 -2.2357 2.0607 -0.4813
N -0.6964 -1.3281 1.1044 -0.1165
C -0.3906 0.0659 1.5420 -0.3052
C -1.5010 1.0193 1.1135 -0.5336
C -1.1061 2.4069 1.6766 0.4708
O -0.1163 2.9348 1.2687 -0.5099
H 0.5750 -1.7401 2.7950 0.2608
H 0.6335 -2.7920 1.3837 0.2653
H -0.7249 -2.8743 2.6175 0.2629
H -1.7113 -1.3981 1.0876 0.4012
H 0.6039 0.2746 1.1029 0.2842
H -0.1703 0.1095 2.6131 0.2959
H -1.5909 0.9600 0.0443 0.2609
H -2.4091 0.6736 1.6514 0.2066
H -1.7905 2.8555 2.4319 0.1511
H -1.3190 3.2648 -2.1240 0.4920
H -2.5830 3.7747 -1.5476 0.4577
O -1.6351 4.0010 -1.5477 -0.9767
H -1.1329 -3.3989 -3.1139 0.4845
H -2.1485 -2.2180 -3.3819 0.5144
O -1.2236 -2.5007 -3.4345 -0.9745
H 2.6097 -1.5832 -1.8844 0.5106
H 3.8067 -0.7565 -1.8644 0.4820
O 3.2700 -1.2662 -1.2320 -0.9716
H 3.1142 0.2586 2.7907 0.5086
H 2.6377 1.2744 1.8728 0.4968
O 2.4009 0.9108 2.7365 -0.9671
H 0.9252 4.4470 -0.9553 0.4901
H 1.2139 3.9115 0.2950 0.4858
O 1.7084 4.0467 -0.5355 -0.9625
H -0.4084 -3.6126 -0.6716 0.4790
H -0.1995 -4.8297 0.2907 0.4743
O -0.7148 -4.5009 -0.4589 -0.9523
H 3.6101 -0.1826 0.2645 0.4934
H 4.6384 -0.9790 1.2885 0.4999
O 4.2480 -0.1563 0.9823 -0.9998
H 0.4372 2.0323 -2.4936 0.5141
H 0.0920 2.5426 -4.0008 0.5009
O -0.2452 2.3221 -3.1212 -1.0013
H -3.7449 -2.4954 -0.4124 0.4892
H -3.9551 -1.1600 0.4018 0.4627
O -4.2931 -1.7121 -0.2975 -0.9357
H -3.0293 0.1667 -2.5890 0.4799
H -3.9141 -0.8767 -1.9962 0.5009
O -3.0439 -0.7831 -2.4321 -0.9816
H 1.1985 0.3614 3.7298 0.4789
H 0.6293 0.9561 4.8829 0.4783
O 0.7311 0.0403 4.5560 -0.9577
H 2.0113 2.1254 -0.7891 0.5175
H 2.2452 0.6252 -1.0858 0.4792
O 1.6236 1.3508 -1.2586 -1.0044
H 0.0435 -1.7088 -2.4736 0.5251
H 0.2764 -0.8825 -1.2693 0.4666
O 0.5576 -1.7410 -1.6136 -0.9907
```

The charge is +1. The value obtained for the energy above the lowest of the compared OMol25 structures with the same formula, charge and spin is 0.0 kcal/mol. The value obtained for the electronic energy is -34861.942 eV. As for the spin multiplicity: 2. The value obtained for the gap between HOMO and LUMO (spin up / spin down) is 10.3738 / 5.4848 eV. The HOMO energy (spin up / spin down) is -13.59 / -13.59 eV.

=====

No. 3
Here is a cluster of 2 separate species, C2H10N4O2 in total from the Open Molecules 2025 dataset. Energies are from wB97M-V/def2-TZVPD.

The geometry in XYZ format:
```
18
Properties=species:S:1:pos:R:3:nbo_charge:R:1
C -1.2975 -0.8682 0.0408 -0.0319
N -2.0439 -1.3000 1.1870 -0.8512
N -1.7955 0.3009 -0.5969 -0.8555
H -1.9583 -0.6346 1.9603 0.3529
H -1.7490 -2.2083 1.5125 0.3637
H -2.8121 0.3774 -0.5649 0.3688
H -1.3959 1.1313 -0.1776 0.3615
H -1.2312 -1.6864 -0.6924 0.1703
H -0.1500 -0.6698 0.2750 0.1378
C 1.6125 0.2846 0.0963 0.8523
N 1.1698 0.9734 -2.1380 -0.4862
N 1.8375 0.8165 1.3427 -0.8491
O 1.1300 1.2811 -0.7483 -0.4156
O 2.1464 -0.7293 -0.3152 -0.6421
H 1.9864 0.3566 -2.2604 0.3548
H 0.3364 0.4009 -2.2859 0.3549
H 1.6545 1.7963 1.4738 0.4043
H 2.5597 0.3777 1.8915 0.4106
```

The charge is 0. The value obtained for the energy above the lowest of the compared OMol25 structures with the same formula, charge and spin is 47.6 kcal/mol. The value obtained for the electronic energy is -12290.244 eV. The value obtained for the gap between HOMO and LUMO is 9.9151 eV. The HOMO energy is -9.19 eV.

=====

No. 4
Here is the molecule C3H5N2PS from the Open Molecules 2025 dataset. Energies are from wB97M-V/def2-TZVPD.

The geometry in XYZ format:
```
12
Properties=species:S:1:pos:R:3:nbo_charge:R:1
C 0.1831 0.9343 0.2260 0.3473
C -1.2463 -0.9911 0.4719 0.0850
C 1.6585 1.2983 0.5287 -0.6477
N -0.3450 -0.2329 0.5839 -0.4621
N -0.5243 1.8605 -0.3922 -0.5663
P -3.0222 -1.0511 0.5131 0.2746
S -2.1021 2.0329 -0.6564 0.2498
H 1.5783 2.3138 1.1310 0.2365
H 2.2106 0.5607 1.0741 0.2285
H 2.2121 1.4809 -0.4937 0.2394
H -3.0703 -2.4907 0.3393 -0.0023
H -3.0153 -0.7219 -0.8165 0.0172
```

The charge is 0. The value obtained for the energy above the lowest of the compared OMol25 structures with the same formula, charge and spin is 7.4 kcal/mol. The value obtained for the electronic energy is -26291.193 eV. As for the spin multiplicity: 3. The value obtained for the gap between HOMO and LUMO (spin up / spin down) is 6.4981 / 6.5206 eV. The HOMO energy (spin up / spin down) is -6.70 / -8.11 eV.

=====

No. 5
Here is a cluster of 15 separate species, C8H26B2O29 in total from the Open Molecules 2025 dataset. Energies are from wB97M-V/def2-TZVPD.

The geometry in XYZ format:
```
65
Properties=species:S:1:pos:R:3:nbo_charge:R:1
O -1.2596 -2.0592 1.7135 -0.5965
C -0.6271 -1.3488 0.9689 0.7195
O -1.0647 -0.6003 -0.0325 -0.6717
B 0.1265 -0.1396 -0.7486 1.1874
O 1.2460 -0.2387 0.1754 -0.6223
C 0.9330 -1.0988 1.1154 0.6893
O 1.6568 -1.6258 2.0200 -0.5908
O 0.0196 1.2755 -1.1136 -0.6346
C 0.2107 1.3840 -2.4121 0.7042
O 0.4188 2.3980 -3.1484 -0.5981
C 0.4365 -0.0317 -2.9945 0.7094
O 0.3783 -0.8144 -2.0486 -0.6080
O 0.5095 -0.3775 -4.1959 -0.6619
O -1.1510 3.8133 0.5750 -0.4937
C -1.5213 2.9201 1.3340 0.6875
O -2.7826 2.7829 1.9436 -0.6750
B -2.8022 1.5377 2.7342 1.1452
O -1.4138 1.1690 2.8692 -0.6699
C -0.6272 1.9544 2.0643 0.6579
O 0.6307 1.8961 2.0353 -0.4951
O -3.5834 0.4704 2.0915 -0.5280
C -4.5109 0.0565 2.9661 0.7027
O -5.1926 -0.9539 2.8934 -0.3116
C -4.3704 0.8901 4.2442 0.6950
O -3.4047 1.7246 4.0840 -0.5012
O -4.9554 0.6788 5.2832 -0.2225
O 2.0867 -2.8641 -4.0707 -0.9478
H 1.8088 -1.9484 -4.0906 0.4769
H 3.0008 -2.8315 -3.7886 0.4627
O -1.9386 -1.8634 4.4570 -0.9586
H -2.5101 -2.6169 4.6047 0.4622
H -1.7558 -1.8814 3.5176 0.4923
O 1.5703 4.3978 -0.4634 -0.9836
H 1.4696 4.8100 -1.3214 0.4936
H 0.7327 3.9615 -0.3070 0.4830
O 4.0161 -3.3310 3.6207 -0.9539
H 3.4614 -2.5673 3.7794 0.4797
H 3.4326 -3.9710 3.2131 0.4697
O -1.0032 -2.9383 -5.1339 -0.9454
H -1.7442 -2.9632 -4.5285 0.4581
H -0.4677 -2.2064 -4.8277 0.4838
O 3.5306 2.7257 0.3336 -0.9786
H 3.0805 1.9962 0.7596 0.4639
H 2.8400 3.1911 -0.1383 0.4913
O 2.8599 -0.1498 4.2784 -0.9457
H 2.1720 -0.5081 3.7175 0.4820
H 2.4009 0.4465 4.8700 0.4627
O 1.4286 -4.5005 3.5704 -0.9350
H 1.0369 -4.2975 2.7209 0.4755
H 1.2329 -5.4271 3.7097 0.4650
O 1.6486 5.2308 -2.9702 -0.9430
H 0.9308 5.0552 -3.5787 0.4892
H 2.4114 4.8158 -3.3728 0.4820
O -3.8643 -1.8399 -0.3395 -0.9427
H -3.8515 -1.8715 0.6171 0.4655
H -3.0016 -1.5020 -0.5800 0.4785
O 4.0289 -2.8924 0.3591 -0.9233
H 3.2410 -2.3536 0.2874 0.4672
H 3.7007 -3.7875 0.4441 0.4570
O -0.5216 -0.6652 -6.9765 -0.9567
H -0.1451 -0.3128 -6.1701 0.4818
H -1.2901 -1.1572 -6.6876 0.4723
O -1.1968 3.8716 -4.9547 -0.9542
H -0.3834 3.3973 -4.7826 0.4872
H -1.7483 3.6859 -4.1947 0.4681
```

The charge is -1. The value obtained for the electronic energy is -69458.064 eV. As for the spin multiplicity: 2. The value obtained for the gap between HOMO and LUMO (spin up / spin down) is 6.6750 / 2.4160 eV. The HOMO energy (spin up / spin down) is -7.74 / -7.74 eV.

=====

No. 6
Here is a structure of composition C13H32CaO11V2 from the Open Molecules 2025 dataset. Energies are from wB97M-V/def2-TZVPD.

The geometry in XYZ format:
```
59
Properties=species:S:1:pos:R:3:nbo_charge:R:1
O 4.3017 1.5277 -0.7742 -0.4896
V 3.1663 0.7051 0.0282 1.4014
O 3.4268 -0.8001 -0.3041 -0.4019
O 1.6449 2.5883 -3.9117 -0.4496
V 1.1687 3.2412 -2.5050 1.4336
O -0.0069 4.1763 -2.8671 -0.4206
Ca 0.7926 3.1789 1.1281 1.5357
C 0.4785 1.0655 -0.8778 0.9334
O 0.8881 0.7403 0.2466 -0.8994
O -0.1180 2.1578 -0.9965 -0.8910
O 1.5048 1.3508 -1.4607 -0.7760
C -3.0397 -1.1204 -1.8910 -0.6329
C -3.4688 0.2723 -1.5095 0.0833
C -3.5023 0.6532 -0.0537 -0.6302
O -2.5758 1.1690 -2.0772 -0.7256
H -3.7195 -1.8620 -1.4715 0.2107
H -2.0437 -1.3513 -1.5131 0.1891
H -2.8533 -1.4464 -2.9142 0.2377
H -4.4496 0.4608 -1.9460 0.1805
H -2.5238 0.4893 0.3978 0.1739
H -4.2335 0.1676 0.5926 0.2242
H -3.7621 1.6955 0.1313 0.2176
H -1.8927 1.4158 -1.4495 0.4685
C 1.6280 -2.4560 -5.9057 -0.6301
C 1.1123 -1.2424 -5.1014 0.0904
C 1.0062 -1.4428 -3.6407 -0.6435
O 2.0392 -0.1498 -5.2562 -0.7059
H 2.7103 -2.4031 -5.7874 0.2219
H 1.3195 -2.4723 -6.9510 0.2195
H 1.3066 -3.4272 -5.5294 0.2077
H 0.0952 -1.0463 -5.4408 0.1570
H 0.6421 -2.4382 -3.3864 0.2170
H 0.2294 -0.7276 -3.3703 0.1913
H 1.8053 -1.1857 -2.9454 0.2124
H 1.7692 0.4445 -4.5523 0.4638
C 0.1788 -2.9154 3.5120 -0.6209
C 0.3602 -2.1217 2.1893 0.1070
C -0.6233 -2.5213 1.0684 -0.6357
O -0.0310 -0.7959 2.4563 -0.7801
H -0.8740 -2.9534 3.7916 0.2183
H 0.8111 -2.4593 4.2738 0.2078
H 0.4480 -3.9462 3.2820 0.2209
H 1.4168 -2.1381 1.9222 0.1592
H -1.6534 -2.2201 1.2587 0.2243
H -0.6054 -3.6082 0.9881 0.2258
H -0.2210 -1.9500 0.2318 0.2004
H -0.0503 -0.3477 1.6075 0.4892
C 1.0539 1.2367 5.4297 -0.6451
C 0.0906 2.0024 4.5175 0.0914
C 0.1378 3.4777 4.8072 -0.6308
O 0.4896 1.8258 3.1476 -0.8773
H 1.2122 0.1728 5.2535 0.2360
H 0.5824 1.4253 6.3942 0.2357
H 2.0668 1.6359 5.4839 0.2186
H -0.9555 1.6961 4.5156 0.2009
H -0.1175 4.1404 3.9804 0.1793
H 1.1356 3.8246 5.0756 0.2188
H -0.4321 3.6967 5.7102 0.2536
H 0.7334 0.9148 2.9680 0.5285
```

The charge is +1. The value obtained for the electronic energy is -106324.313 eV. As for the spin multiplicity: 2. The value obtained for the gap between HOMO and LUMO (spin up / spin down) is 5.3445 / 5.2781 eV. The HOMO energy (spin up / spin down) is -11.06 / -11.60 eV.